Record 1
{"formula": "C29H55Cl17N2O2", "method": "the ωB97M-V functional and the def2-TZVPD basis", "elements": ["C", "C", "C", "C", "C", "C", "N", "O", "C", "C", "C", "H", "H", "H", "H", "H", "H", "H", "H", "H", "H", "H", "H", "H", "H", "H", "H", "H", "H", "C", "C", "C", "C", "C", "C", "N", "O", "C", "C", "C", "H", "H", "H", "H", "H", "H", "H", "H", "H", "H", "H", "H", "H", "H", "H", "H", "H", "H", "Cl", "C", "C", "Cl", "H", "H", "H", "H", "Cl", "C", "C", "Cl", "H", "H", "H", "H", "Cl", "C", "C", "Cl", "H", "H", "H", "H", "Cl", "C", "C", "Cl", "H", "H", "H", "H", "C", "Cl", "Cl", "Cl", "H", "C", "Cl", "Cl", "Cl", "H", "C", "Cl", "Cl", "Cl", "H"], "coordinates": [[-17.36242, -21.80798, -24.26720], [-17.98376, -21.79906, -22.90021], [-19.02619, -22.95066, -22.87211], [-18.45086, -24.35920, -22.84752], [-17.57392, -24.47196, -21.58698], [-16.49085, -23.35801, -21.55040], [-17.05426, -22.02184, -21.76769], [-16.23191, -21.05587, -21.56545], [-16.00188, -23.47271, -20.08017], [-15.31616, -23.75583, -22.46030], [-18.79134, -20.50221, -22.67018], [-16.92066, -22.79339, -24.41297], [-16.46385, -21.19637, -24.41550], [-18.01875, -21.52308, -25.08755], [-19.62853, -22.79810, -21.97096], [-19.70453, -22.86384, -23.72332], [-17.81441, -24.54005, -23.71660], [-19.19934, -25.14958, -22.78572], [-17.06677, -25.43840, -21.62067], [-18.20355, -24.47315, -20.69604], [-15.11942, -22.85055, -19.91882], [-16.78874, -23.16856, -19.39065], [-15.69325, -24.48874, -19.83606], [-14.71264, -24.48258, -21.91841], [-15.62138, -24.21961, -23.40131], [-14.70918, -22.89707, -22.74496], [-18.13421, -19.65305, -22.86241], [-19.13145, -20.50169, -21.63450], [-19.63882, -20.31602, -23.32994], [-11.65457, -17.89447, -30.69197], [-11.04182, -16.82438, -29.79328], [-11.10312, -15.51456, -30.62738], [-12.49038, -14.85775, -30.65954], [-12.92230, -14.68272, -29.21061], [-12.96947, -15.96691, -28.36543], [-11.67605, -16.68235, -28.45751], [-11.50977, -17.68402, -27.67895], [-13.16817, -15.51837, -26.91712], [-14.21337, -16.73675, -28.81306], [-9.56105, -17.17156, -29.63185], [-11.55843, -18.89145, -30.26268], [-11.12720, -17.87517, -31.64607], [-12.69978, -17.70015, -30.93911], [-10.36062, -14.80067, -30.24706], [-10.69762, -15.62169, -31.63620], [-13.14124, -15.49991, -31.25373], [-12.30859, -13.90500, -31.15689], [-13.93480, -14.27232, -29.17984], [-12.24967, -13.94551, -28.76518], [-13.16487, -16.40275, -26.28317], [-12.32934, -14.87603, -26.63867], [-14.06910, -14.93232, -26.73982], [-14.15546, -17.77755, -28.48628], [-15.06896, -16.33146, -28.26999], [-14.40090, -16.62740, -29.87928], [-9.36102, -18.14593, -29.18641], [-9.14578, -16.44851, -28.92357], [-9.01073, -17.11267, -30.56942], [-11.61728, -22.88133, -34.38097], [-11.45648, -22.85854, -32.59040], [-11.23052, -21.47908, -32.02090], [-9.53628, -20.91450, -32.21637], [-10.59983, -23.47994, -32.33792], [-12.35410, -23.33427, -32.20273], [-11.46757, -21.49154, -30.95712], [-11.88275, -20.69994, -32.41110], [-18.89743, -17.97708, -26.07778], [-18.01907, -17.52307, -27.54553], [-17.67418, -18.70257, -28.41640], [-16.49465, -19.75814, -27.55042], [-17.13615, -16.96162, -27.24694], [-18.63278, -16.81676, -28.10647], [-17.11851, -18.39061, -29.29975], [-18.50925, -19.31964, -28.73524], [-17.41020, -17.16431, -22.54341], [-15.94140, -17.01396, -23.54293], [-15.36200, -18.36018, -23.87546], [-13.78380, -18.28518, -24.67797], [-15.21403, -16.44167, -22.96950], [-16.20328, -16.45180, -24.43698], [-15.98863, -18.90700, -24.58039], [-15.23295, -18.98650, -22.99426], [-13.43080, -22.47866, -25.06196], [-13.44589, -21.21527, -26.29226], [-13.75857, -21.73290, -27.68909], [-13.20587, -20.58659, -28.95378], [-12.46035, -20.76127, -26.23215], [-14.18716, -20.44628, -26.09202], [-14.79732, -21.99589, -27.86320], [-13.20539, -22.64537, -27.90642], [-9.47852, -18.57786, -24.97677], [-8.35945, -18.45691, -26.34969], [-8.75514, -17.96603, -23.46871], [-10.10543, -20.21169, -24.83289], [-10.31927, -17.92602, -25.18578], [-12.39750, -26.75561, -26.44848], [-12.53606, -28.13830, -27.57443], [-13.38007, -27.04685, -25.03891], [-12.84888, -25.26960, -27.30204], [-11.34690, -26.76421, -26.18490], [-16.90952, -25.27105, -27.61445], [-15.98224, -25.41353, -29.10723], [-18.63078, -25.41932, -27.94535], [-16.60819, -23.70348, -26.82111], [-16.63567, -26.07480, -26.94121]], "multiplicity": 3, "e_lumo_ev": [0.3, 0.2], "gap_ha": [0.3166, 0.3589], "homo_ev": [-8.360, -9.518]}


Record 2
{"formula": "C29H55ClN6O6PS", "method": "the ωB97M-V functional and the def2-TZVPD basis", "elements": ["C", "C", "C", "C", "C", "C", "C", "N", "C", "C", "C", "C", "O", "C", "C", "C", "C", "Cl", "C", "C", "C", "C", "N", "C", "N", "N", "N", "N", "C", "S", "C", "O", "C", "C", "P", "C", "O", "H", "H", "H", "H", "H", "H", "H", "H", "H", "H", "H", "H", "H", "H", "H", "H", "H", "H", "H", "H", "H", "H", "H", "H", "H", "H", "H", "H", "H", "H", "H", "H", "H", "H", "H", "H", "H", "H", "H", "H", "H", "H", "H", "H", "H", "H", "H", "H", "H", "C", "C", "C", "O", "C", "O", "O", "H", "H", "H", "H", "H", "H"], "coordinates": [[3.97903, -0.16006, 1.11214], [2.98718, -1.41087, 1.01428], [1.62985, -1.14699, 0.23501], [1.77282, -0.61006, -1.25545], [1.01664, 0.79158, -1.66222], [1.01099, 1.95425, -0.59680], [1.77134, 3.20994, -1.26397], [1.69100, 4.45491, -0.46313], [2.04424, 4.26210, 0.97000], [3.50076, 3.66550, 1.25154], [2.56806, 5.42012, -1.14402], [1.95702, 6.84081, -1.60048], [3.76061, 5.22264, -1.44620], [-0.30584, 0.17958, -2.30714], [-1.36951, 1.08128, -3.06468], [-2.04917, 2.26425, -2.25582], [-1.87029, 3.69242, -2.99882], [-2.33766, 5.06550, -1.85180], [-1.24229, -0.73739, -1.35801], [-1.70381, -0.06290, 0.01390], [-2.19400, -1.28635, 0.97002], [-3.56048, -0.89754, 1.71992], [-4.78043, -1.28831, 0.92642], [-5.04025, -2.73243, 1.04685], [-5.41270, -3.33581, 2.15298], [-4.88835, -3.58684, -0.13595], [0.37919, -0.87272, -3.20353], [0.38402, -0.68998, -4.59321], [1.14120, 0.24696, -5.03162], [1.87089, 1.64545, -5.51587], [1.55879, -1.57621, -2.51571], [1.05324, -2.92598, -2.32105], [1.99668, -3.82103, -1.68526], [1.10389, -4.80325, -0.73901], [3.17275, -1.92435, -3.44859], [4.20219, -0.34785, -3.71756], [2.82385, -2.43058, -5.07112], [3.62205, 0.76352, 0.55097], [4.28206, 0.12119, 2.16422], [4.95092, -0.46856, 0.58364], [2.68791, -1.66504, 2.09351], [3.59438, -2.29626, 0.65545], [1.05322, -0.36780, 0.84824], [0.99007, -2.08434, 0.22343], [2.86098, -0.28408, -1.33039], [1.75846, 1.17568, -2.45246], [0.02589, 2.21887, -0.11815], [1.69544, 1.62706, 0.26626], [1.37046, 3.34552, -2.31977], [2.85987, 2.85885, -1.39232], [1.21068, 3.69101, 1.50108], [2.02993, 5.30698, 1.44400], [4.13907, 4.47471, 1.75104], [3.45914, 2.81288, 2.01289], [4.07504, 3.34816, 0.32939], [1.76809, 6.73966, -2.72569], [2.73870, 7.63034, -1.39263], [0.99023, 6.96789, -1.02837], [-2.21036, 0.39045, -3.42823], [-0.98408, 1.56528, -4.03405], [-1.76460, 2.37917, -1.17187], [-3.18248, 2.08617, -2.26571], [-0.81884, 3.81033, -3.40170], [-2.65911, 3.69455, -3.82752], [-0.71755, -1.70387, -1.02585], [-2.19123, -1.09104, -1.88591], [-2.63459, 0.55579, -0.17180], [-0.89241, 0.45819, 0.59773], [-1.41566, -1.44245, 1.78693], [-2.29965, -2.26389, 0.39287], [-3.66174, -1.39153, 2.73002], [-3.57073, 0.23939, 1.87080], [-4.62999, -1.05288, -0.06460], [-5.49022, -2.61473, 2.90727], [-4.91178, -4.56922, 0.17375], [-3.98365, -3.43332, -0.59865], [-0.33683, -1.63238, -3.11879], [2.52257, -4.53304, -2.41108], [2.73460, -3.33278, -0.98425], [0.01993, -4.48711, -0.80809], [1.20714, -5.86486, -1.11214], [1.49887, -4.74268, 0.33449], [3.69479, 0.59452, -3.31222], [4.33344, -0.14777, -4.83966], [5.26456, -0.46913, -3.31556], [2.19440, -3.17380, -4.96806], [-2.41604, -3.22844, 7.52784], [-2.71485, -2.39570, 6.29818], [-2.90928, -0.93247, 6.56855], [-3.71457, -0.53384, 5.45959], [-4.42576, -1.63287, 5.08766], [-5.33059, -1.61912, 4.30253], [-3.97607, -2.74591, 5.72362], [-1.34340, -3.24260, 7.73164], [-2.91706, -2.83208, 8.41469], [-2.76277, -4.25535, 7.39682], [-1.94828, -2.57043, 5.53444], [-1.97151, -0.37641, 6.58981], [-3.46866, -0.72817, 7.48616]], "e_lumo_ev": -4.4, "gap_ha": 0.2276, "homo_ev": -10.558, "charge": 1}


It is found that the energy values, taken in the order of the records, are -250919.27965 -84823.53707 eV.